Record 1
9
Properties=species:S:1:pos:R:3:forces:R:3 method="wB97M-V/def2-TZVPD" charge=0 e_lumo_ev=0.014 smiles="N#CCOC=S" homo_lumo_gap_ev=9.59 spin_multiplicity=1 max_force_ha_per_bohr=0.0476 de_lowest_kj_mol=84.4 e_homo_ev=-9.58
C 1.4285 0.4346 0.4656 0.2 0.0 0.2
C -0.8747 -0.1014 0.2663 -0.1 0.4 -0.1
C -0.9420 -0.8014 -1.0159 -0.2 -1.2 -2.1
H 2.2858 0.1451 1.0991 -0.3 0.3 -0.5
H -1.6097 -0.5184 0.9439 -0.1 -0.1 0.1
H -1.0911 0.9620 0.0977 0.1 -0.2 0.1
N -1.0321 -1.3680 -2.0299 0.2 1.1 2.0
O 0.3836 -0.2821 0.8960 0.1 0.0 0.1
S 1.4517 1.5295 -0.7227 0.0 -0.3 0.3



Record 2
9
Properties=species:S:1:pos:R:3:forces:R:3 method="wB97M-V/def2-TZVPD" charge=0 e_lumo_ev=-0.001 smiles="N#CCOC=S" homo_lumo_gap_ev=9.14 spin_multiplicity=1 max_force_ha_per_bohr=0.0848 de_lowest_kj_mol=148.1 e_homo_ev=-9.15
C 1.0538 0.5353 -0.7130 2.9 1.4 2.9
C -0.8945 -0.7764 -0.9099 2.2 -1.0 1.5
C -1.5865 -0.3848 0.3270 -1.2 2.8 1.9
H 1.7821 1.3125 -1.2260 -1.9 -1.8 0.6
H -1.5459 -0.9798 -1.7068 -1.0 -0.3 -0.9
H -0.1963 -1.6154 -0.7017 -1.0 -0.1 0.1
N -2.0727 0.2470 1.1921 1.1 -2.2 -2.3
O 0.0170 0.1963 -1.4136 -0.5 0.8 -0.9
S 1.4311 0.1087 0.8984 -0.7 0.4 -2.9



Record 3
9
Properties=species:S:1:pos:R:3:forces:R:3 method="wB97M-V/def2-TZVPD" charge=0 e_lumo_ev=-0.647 smiles="[H]/N=C/C(=O)C=S" homo_lumo_gap_ev=8.28 spin_multiplicity=1 max_force_ha_per_bohr=0.0519 de_lowest_kj_mol=193.3 e_homo_ev=-8.93
C -0.2213 0.1109 0.6702 0.4 -1.5 -2.1
C 0.0366 -1.2638 -1.9944 -0.7 1.0 2.0
C 0.1661 -1.0439 -0.4097 0.1 -0.3 0.4
N -0.8324 1.1319 0.3160 -0.4 0.6 -0.5
O 0.6427 -2.0222 0.1147 0.1 0.1 -0.1
S -1.3622 -1.6342 -2.6731 0.2 0.1 0.0
H 0.1386 -0.2198 1.6466 -0.1 0.1 0.1
H 1.0011 -1.3035 -2.4864 0.1 0.0 -0.1
H -1.0759 1.8049 1.0393 0.2 -0.2 0.3



Record 4
9
Properties=species:S:1:pos:R:3:forces:R:3 method="wB97M-V/def2-TZVPD" charge=0 e_lumo_ev="0.807 / -2.950" homo_lumo_gap_ev="8.85 / 6.92" s2=2.0064 spin_multiplicity=3 max_force_ha_per_bohr=0.0623 de_lowest_kj_mol=53.3 e_homo_ev="-8.04 / -9.87"
C -0.3744 -0.2902 -0.8489 -0.7 -0.9 -3.0
C 0.5943 0.8076 -0.5566 -0.8 1.4 -0.3
C -0.2651 -0.7488 0.5416 1.1 0.4 1.2
N 0.6475 0.4697 0.7600 0.1 -1.2 1.5
O 1.0212 1.7776 -1.1116 0.4 0.2 -0.7
S -1.6034 -0.7520 -2.0686 2.0 0.8 1.7
H -1.2435 -0.5549 0.9147 -0.7 -0.5 1.4
H 0.2245 -1.7333 0.7811 -0.7 1.0 -0.2
H 0.9989 1.0243 1.5883 -0.7 -1.2 -1.5



Record 5
8
Properties=species:S:1:pos:R:3:forces:R:3 method="wB97M-V/def2-TZVPD" charge=0 e_lumo_ev=-0.364 homo_lumo_gap_ev=8.70 spin_multiplicity=1 max_force_ha_per_bohr=0.1070 de_lowest_kj_mol=427.8 e_homo_ev=-9.06
C -0.3561 0.9543 -0.1031 1.8 2.4 -0.3
C 0.7045 -0.0794 -0.1164 1.7 -1.4 0.4
C 1.7909 -0.6719 0.0150 1.6 0.6 1.7
H -1.5143 -1.5313 0.0219 1.4 -0.4 0.1
H 0.3706 1.9357 -0.4590 -2.9 -1.9 1.6
H 3.0343 -1.0292 0.4622 -5.0 1.2 -2.0
N -1.6238 1.0056 0.2248 3.0 -2.3 -2.2
S -2.4062 -0.5838 -0.0455 -1.7 1.8 0.8



Record 6
9
Properties=species:S:1:pos:R:3:forces:R:3 method="wB97M-V/def2-TZVPD" charge=0 e_lumo_ev=-0.069 smiles="C1=CSSC=N1" homo_lumo_gap_ev=8.27 spin_multiplicity=1 max_force_ha_per_bohr=0.1200 de_lowest_kj_mol=133.8 e_homo_ev=-8.34
C -1.0048 -0.1352 -0.4379 4.6 -4.0 0.7
C -0.1749 -1.3496 -0.3451 -2.8 4.7 -0.1
C 0.4141 1.4319 0.5076 2.6 -0.9 -0.7
N -0.6933 0.9571 0.2217 0.7 2.0 1.5
S 1.3883 -1.1877 0.2893 0.2 -1.1 0.4
S 1.9750 0.5808 -0.4265 -1.1 1.1 0.3
H -1.9402 -0.1042 -0.7859 -3.4 -0.7 -1.6
H -0.7809 -2.2181 -0.3523 0.3 -1.2 -0.2
H 0.8168 2.0250 1.3291 -0.9 0.2 -0.2



Record 7
9
Properties=species:S:1:pos:R:3:forces:R:3 method="wB97M-V/def2-TZVPD" charge=0 e_lumo_ev=-0.066 homo_lumo_gap_ev=8.39 spin_multiplicity=1 max_force_ha_per_bohr=0.0574 de_lowest_kj_mol=258.0 e_homo_ev=-8.45
C -0.8254 -1.2290 0.5603 -2.0 1.1 0.7
C -1.4629 0.0536 0.6391 -1.2 2.3 0.1
C 1.5508 0.8887 0.4153 -0.2 -0.4 0.5
N -0.3856 -2.2701 0.6533 0.9 -1.8 -0.2
S 0.0458 1.3077 0.7326 -1.0 1.0 -0.2
S 2.2364 -0.5825 0.0146 1.2 0.0 0.9
H -2.1921 0.2920 -0.2458 1.6 -0.5 1.6
H -2.0053 0.3737 1.6639 1.2 -1.4 -2.3
H 3.4030 -0.3127 0.7295 -0.6 -0.2 -1.2



Record 8
9
Properties=species:S:1:pos:R:3:forces:R:3 method="wB97M-V/def2-TZVPD" charge=0 e_lumo_ev="-0.299 / -0.269" homo_lumo_gap_ev="7.78 / 7.80" spin_multiplicity=1 max_force_ha_per_bohr=0.0725 de_lowest_kj_mol=247.5 e_homo_ev="-8.08 / -8.07"
C 1.0885 -0.4412 0.3121 0.1 -0.7 0.3
C -0.6408 -2.5921 1.0624 3.6 -0.9 0.7
C -0.4106 -0.4032 0.1409 0.2 0.7 -0.2
O -1.0158 -3.6279 1.4817 -0.2 1.1 -0.5
O -1.1648 -1.5271 0.5931 -0.9 0.4 -0.3
P 2.0070 -1.6906 0.8973 -2.8 -0.5 0.0
H 1.5176 0.4883 -0.0367 0.1 0.2 -0.1
H -0.8216 0.4614 0.6774 0.0 -0.2 -0.1
H -0.6270 -0.2816 -0.9278 -0.1 -0.1 0.2



Repeat the first record exactly.
9
Properties=species:S:1:pos:R:3:forces:R:3 method="wB97M-V/def2-TZVPD" charge=0 e_lumo_ev=0.014 smiles="N#CCOC=S" homo_lumo_gap_ev=9.59 spin_multiplicity=1 max_force_ha_per_bohr=0.0476 de_lowest_kj_mol=84.4 e_homo_ev=-9.58
C 1.4285 0.4346 0.4656 0.2 0.0 0.2
C -0.8747 -0.1014 0.2663 -0.1 0.4 -0.1
C -0.9420 -0.8014 -1.0159 -0.2 -1.2 -2.1
H 2.2858 0.1451 1.0991 -0.3 0.3 -0.5
H -1.6097 -0.5184 0.9439 -0.1 -0.1 0.1
H -1.0911 0.9620 0.0977 0.1 -0.2 0.1
N -1.0321 -1.3680 -2.0299 0.2 1.1 2.0
O 0.3836 -0.2821 0.8960 0.1 0.0 0.1
S 1.4517 1.5295 -0.7227 0.0 -0.3 0.3